The following is a DFT calculation (wB97M-V/def2-TZVPD) of a cluster of 3 separate species, C4H13NOS2 in total.

For the largest force on an atom, the calculation gives 2.08 eV/Å. The total energy comes out at -1086.38804 a.u. Its LUMO energy is -4.16 eV. As for the energy above the lowest of the compared OMol25 structures with the same formula, charge and spin: 5.259 eV. The calculation puts the HOMO energy at -8.20 eV. Its charge is 0.

Geometry as XYZ:
```
21
C4H13NOS2, DFT wB97M-V/def2-TZVPD
N -2.0468 -1.6708 -1.4147
C -1.0907 -0.6430 -1.0444
C -1.6348 0.3673 -0.0326
C 0.1501 -1.3207 -0.5080
S -0.0573 -2.0680 1.1153
S 0.8483 1.7916 -1.1789
C 2.1336 2.0400 0.0079
H -2.9736 -1.3346 -1.6228
H -2.0550 -2.3916 -0.7096
H -0.7833 -0.1206 -1.9440
H -1.7678 1.3462 -0.4754
H -2.4869 -0.0224 0.5238
H -0.8725 0.4841 0.7743
H 0.4272 -2.2176 -1.0428
H 1.0015 -0.6069 -0.4636
H 2.7247 2.9212 -0.2921
H 2.8736 1.2396 -0.0110
H 1.6985 2.1752 0.9970
H 0.9816 -0.4782 1.9036
H 1.4738 0.1876 3.1857
O 1.4558 0.3216 2.2321
```